# 1
This record from the Open Molecules 2025 dataset describes C23H58B3MgO11S5 as an isolated structure at a distorted geometry. The level of theory is wB97M-V/def2-TZVPD.

Values from the calculation:
Kohn-Sham gap: 7.97 eV
LUMO level: 0.0731 Eh
2S+1: 1
Total charge: -1
Calculated total energy: -4004.27140 hartree

Positions of all 101 atoms, in Å:
1 Mg -0.15715 1.43513 0.55044
2 B -0.36441 -0.64249 0.02337
3 H -0.03754 -1.24418 0.99973
4 H -0.71537 -1.38463 -0.84174
5 H -1.23207 0.07176 0.27007
6 H 0.45686 0.02757 -0.43417
7 B -1.75000 2.53898 1.22627
8 H -1.67534 1.50263 1.71504
9 H -2.33944 2.37363 0.19950
10 H -2.47048 3.26639 1.84451
11 H -0.70488 3.03389 1.13690
12 B 2.34655 2.71386 0.28055
13 H 3.16204 1.84318 0.42508
14 H 2.80053 3.46782 -0.52864
15 H 1.35098 2.22813 -0.11123
16 H 2.20446 3.32486 1.30977
17 C -4.80527 0.27062 -0.51168
18 C -5.67357 0.16135 0.72209
19 O -6.70214 -0.47848 0.72812
20 C -5.11121 0.88451 1.91869
21 H -5.21802 -0.12559 -1.43230
22 H -3.91185 -0.32576 -0.26718
23 H -4.39322 1.28124 -0.56501
24 H -5.75555 0.76241 2.78020
25 H -4.87677 1.92681 1.68110
26 H -4.07498 0.53617 2.02700
27 C -3.03721 -2.92871 2.02583
28 C -1.58871 -3.36057 2.01092
29 C -0.85834 -3.01645 3.33095
30 S -2.18151 -2.82222 4.57707
31 O -2.20229 -1.45816 5.04517
32 O -2.06721 -3.92378 5.50501
33 C -3.57984 -3.13698 3.42694
34 H -3.69762 -3.48948 1.36013
35 H -3.24430 -1.89480 1.72811
36 H -0.98925 -2.94867 1.21023
37 H -1.55845 -4.45125 2.11625
38 H -0.26901 -2.11066 3.16216
39 H -0.13559 -3.73206 3.71298
40 H -4.43293 -2.64729 3.88904
41 H -3.74913 -4.21068 3.56499
42 C 3.39017 -3.41777 -3.36541
43 C 3.31054 -3.57311 -1.83869
44 C 1.92850 -4.13087 -1.53880
45 S 1.54717 -5.29314 -2.86900
46 O 0.26618 -4.97790 -3.44495
47 O 1.85519 -6.66226 -2.53607
48 C 2.88455 -4.73459 -3.91548
49 H 4.42386 -3.30273 -3.68967
50 H 2.77787 -2.57801 -3.69534
51 H 3.66033 -2.71433 -1.27049
52 H 4.07731 -4.32332 -1.59253
53 H 1.21347 -3.32112 -1.68363
54 H 1.76923 -4.40141 -0.49865
55 H 2.52886 -4.70980 -4.94931
56 H 3.63209 -5.52577 -3.97671
57 C 0.17902 3.66314 5.13335
58 C -1.13852 3.02423 4.67791
59 C -0.78715 1.56325 4.57163
60 S 0.84935 1.53740 3.73059
61 O 0.71039 1.15682 2.34745
62 O 1.72873 0.76343 4.57586
63 C 1.20368 3.31513 4.04338
64 H 0.61375 3.29056 6.06300
65 H 0.11208 4.75315 5.18054
66 H -1.54435 3.55903 3.82697
67 H -1.80314 3.19012 5.53531
68 H -1.44477 1.05429 3.86443
69 H -0.65427 0.98461 5.47776
70 H 0.99839 3.83412 3.10785
71 H 2.23458 3.35966 4.37621
72 C 3.72576 0.45570 -2.47392
73 C 5.11582 -0.24143 -2.54236
74 C 6.18391 0.75654 -2.06846
75 S 5.48632 2.43027 -2.11861
76 O 6.24316 3.24008 -3.04942
77 O 5.15855 2.94409 -0.81816
78 C 3.97141 1.88952 -2.90798
79 H 3.33587 0.45001 -1.45547
80 H 2.98077 -0.02506 -3.10437
81 H 5.35705 -0.62468 -3.52958
82 H 5.21351 -0.96905 -1.73605
83 H 7.04787 0.93226 -2.71633
84 H 6.63935 0.52382 -1.10835
85 H 4.13254 2.04569 -3.97847
86 H 3.21850 2.61827 -2.60721
87 C -3.15871 2.38194 -3.74106
88 C -3.04517 0.83417 -3.81254
89 C -1.82563 0.34457 -3.05005
90 S -0.72518 1.79506 -2.85197
91 O 0.43166 1.61616 -3.69535
92 O -0.56460 2.05594 -1.44776
93 C -1.79751 3.02995 -3.63330
94 H -3.65647 2.50955 -2.77029
95 H -3.73476 2.74220 -4.58698
96 H -3.02923 0.49348 -4.85248
97 H -3.95171 0.38021 -3.41435
98 H -1.15074 -0.33664 -3.56275
99 H -1.98841 -0.01200 -2.03560
100 H -1.39727 3.08641 -4.65209
101 H -1.50056 3.95211 -3.13842

Löwdin atomic charge list, values in e, 8 entries: Mg 0.3248; B -0.3648; H 0.0076; H 0.0165; H -0.0391; H -0.0163; B -0.3981; H -0.0312

=====

# 2
This record from the Open Molecules 2025 dataset describes C23H58BBrFN3O7Ta as an isolated structure at a distorted geometry. The level of theory is wB97M-V/def2-TZVPD.

Values from the calculation:
Kohn-Sham gap: 6.97 eV
LUMO level: 0.0858 Eh
2S+1: 1
Total charge: -1
Calculated total energy: -4357.91840 hartree

Positions of all 95 atoms, in Å:
1 C -6.36098 -1.48673 -1.83928
2 C -5.97109 -0.26458 -0.99761
3 O -6.70733 0.87502 -1.41427
4 C -4.50182 0.00912 -1.20395
5 O -3.72372 -0.91611 -0.47181
6 Ta -3.02110 -0.37055 1.38354
7 Br -4.91092 1.48849 1.76179
8 C -1.33286 -1.90126 1.21334
9 C -1.67481 -3.19003 0.47415
10 C -0.46414 -3.99739 -0.03606
11 C 0.15862 -4.92991 0.98534
12 C 0.73596 -4.25705 2.21249
13 N 1.82725 -5.07993 2.77418
14 C -1.73460 1.29056 0.35465
15 O -1.51329 1.18824 -1.06615
16 O -0.74822 0.03372 -1.31818
17 O -2.15811 0.21670 3.18384
18 B -2.92298 0.11210 4.31562
19 O -2.79096 -1.04289 5.06691
20 O -3.77556 1.06455 4.82226
21 C -4.45548 -1.89319 2.38709
22 C -5.01120 -2.96527 1.44334
23 F -5.60714 -1.28904 2.96179
24 H -7.16824 -2.05881 -1.39393
25 H -5.50566 -2.14898 -1.87932
26 H -6.58409 -1.17982 -2.85106
27 H -6.14681 -0.53292 0.03820
28 H -7.64336 0.63588 -1.35702
29 H -4.31770 -0.18056 -2.26046
30 H -4.24273 1.04873 -1.04615
31 H -0.43857 -1.43708 0.82420
32 H -1.09347 -2.16365 2.24004
33 H -2.20795 -3.83684 1.16576
34 H -2.34724 -3.02943 -0.36050
35 H 0.27202 -3.30196 -0.42790
36 H -0.81667 -4.60958 -0.85798
37 H 0.97557 -5.45786 0.50267
38 H -0.55276 -5.68729 1.28418
39 H -0.00647 -4.13712 2.98817
40 H 1.07083 -3.25727 1.96163
41 H 2.69971 -4.82521 2.33054
42 H 1.92790 -4.90977 3.76545
43 H -0.75395 1.20276 0.83625
44 H -2.07181 2.29157 0.58349
45 H 0.16277 0.30325 -1.13122
46 H -2.18359 -1.62249 4.57753
47 H -4.68056 0.72532 4.71075
48 H -3.93187 -2.42628 3.17570
49 H -5.98097 -2.62384 1.11239
50 H -4.40936 -3.13071 0.56163
51 H -5.17687 -3.88867 1.98662
52 C 1.06741 4.27012 -1.47143
53 C 1.01366 4.75601 -0.03005
54 N 1.48454 3.76339 0.91140
55 C 1.13840 4.06155 2.29023
56 C 1.73418 5.32537 2.92457
57 C 2.82079 3.25197 0.69476
58 C 3.98340 4.25257 0.64094
59 H 0.55531 3.31154 -1.57331
60 H 0.57041 4.98993 -2.12318
61 H 2.09295 4.15863 -1.82967
62 H -0.02956 4.97359 0.21079
63 H 1.56004 5.71116 0.05037
64 H 1.39068 3.19867 2.91151
65 H 0.04861 4.13725 2.34600
66 H 2.79791 5.21596 3.13500
67 H 1.23749 5.52216 3.87697
68 H 1.59287 6.20472 2.29508
69 H 2.81301 2.69623 -0.24847
70 H 3.03620 2.49779 1.45559
71 H 3.76854 5.09604 -0.01707
72 H 4.87513 3.75447 0.25104
73 H 4.23986 4.64077 1.62540
74 C 6.74571 -0.40341 -3.25721
75 C 5.36964 -0.98298 -3.55281
76 N 4.45962 -0.87275 -2.43245
77 C 3.26605 -1.69250 -2.56426
78 C 2.29512 -1.38188 -3.70909
79 C 4.25223 0.47030 -1.92183
80 C 3.76504 1.54905 -2.89598
81 H 7.15456 -0.82682 -2.33902
82 H 7.42958 -0.63854 -4.07424
83 H 6.71995 0.68229 -3.15534
84 H 5.49147 -2.04555 -3.77959
85 H 4.97418 -0.51301 -4.46783
86 H 2.72023 -1.66156 -1.61740
87 H 3.59592 -2.73135 -2.67013
88 H 1.73668 -0.46307 -3.53555
89 H 1.56342 -2.18716 -3.79459
90 H 2.80754 -1.30161 -4.66878
91 H 5.19409 0.81417 -1.48303
92 H 3.56070 0.41378 -1.07777
93 H 4.34550 1.57257 -3.81974
94 H 3.86258 2.53121 -2.42790
95 H 2.71472 1.42301 -3.15458

Löwdin atomic charge list, values in e, 8 entries: C -0.0484; C -0.4708; O -0.0479; C -0.3283; O -0.3778; Ta 1.7679; Br 0.1903; C -0.2901